(1)
Below is a 2-piece molecular cluster, C5H15NO overall, with properties calculated with the ωB97M-V functional and the def2-TZVPD basis.

Each line ends with the natural charge from an NBO analysis.
CARTESIAN COORDINATES (ANGSTROEM)
C  2.188  1.703  -0.208  -0.623
C  0.693  1.155  -0.402  -0.216
C  -0.190  1.874  0.605  -0.614
C  0.304  -0.330  -0.367  -0.409
C  1.295  -1.186  0.455  -0.219
N  1.311  -0.876  1.937  -0.846
H  2.672  1.177  0.604  0.210
H  2.878  1.321  -0.907  0.208
H  2.168  2.701  0.045  0.213
H  0.470  1.682  -1.401  0.203
H  -0.178  2.982  0.470  0.204
H  -1.175  1.455  0.335  0.196
H  -0.009  1.746  1.711  0.221
H  -0.568  -0.317  0.185  0.198
H  0.215  -0.947  -1.388  0.219
H  1.256  -2.300  0.386  0.179
H  2.254  -0.847  -0.005  0.182
H  0.377  -1.272  2.288  0.338
H  1.950  -1.471  2.462  0.356
O  -5.830  -2.874  -2.687  -0.932
H  -5.395  -2.947  -1.686  0.465
H  -6.685  -2.429  -2.432  0.467

Calculated values
* gap between HOMO and LUMO: 0.37140 hartree
* strongest force on any atom: 4.75 eV/Å
* calculated total energy: -8963.8039 eV
* SMILES: CC(C)CCN.O
* relative energy (zero: lowest compared OMol25 entry of this formula, charge and spin): 58.9 kcal/mol
* M: 105.18 Da

=====

(2)
Below is a 2-piece molecular cluster, C5H15NO overall, with properties calculated with the ωB97M-V functional and the def2-TZVPD basis.

Each line ends with the natural charge from an NBO analysis.
CARTESIAN COORDINATES (ANGSTROEM)
C  0.909  -0.166  2.087  -0.632
C  -0.483  -0.752  1.872  -0.209
N  -1.294  -0.154  0.835  -0.460
C  -1.441  1.265  0.900  -0.407
C  -1.251  -0.753  -0.482  -0.200
C  0.081  -0.726  -1.226  -0.628
H  1.376  -0.591  2.986  0.211
H  1.620  -0.355  1.272  0.201
H  0.866  0.918  2.233  0.203
H  -1.010  -0.673  2.828  0.184
H  -0.412  -1.819  1.659  0.195
H  -2.358  1.582  0.398  0.195
H  -0.625  1.871  0.467  0.158
H  -1.495  1.602  1.940  0.198
H  -2.030  -0.245  -1.065  0.190
H  -1.579  -1.787  -0.384  0.186
H  0.009  -1.310  -2.137  0.216
H  0.892  -1.074  -0.600  0.204
H  0.341  0.285  -1.545  0.194
O  2.503  0.602  -4.101  -0.936
H  2.007  1.295  -3.660  0.468
H  3.373  0.986  -4.278  0.469

Calculated values
* gap between HOMO and LUMO: 0.32132 hartree
* strongest force on any atom: 0.79 eV/Å
* calculated total energy: -8965.3032 eV
* SMILES: CCN(C)CC.O
* relative energy (zero: lowest compared OMol25 entry of this formula, charge and spin): 24.3 kcal/mol
* M: 105.18 Da

=====

(3)
Below is a 2-piece molecular cluster, C5H15NO overall, with properties calculated with the ωB97M-V functional and the def2-TZVPD basis.

Each line ends with the natural charge from an NBO analysis.
CARTESIAN COORDINATES (ANGSTROEM)
C  3.161  1.424  2.292  -0.612
C  2.688  0.649  1.050  -0.383
C  1.174  0.212  1.139  -0.399
C  0.522  0.405  -0.228  -0.404
C  -0.883  -0.157  -0.369  -0.220
N  -1.299  -0.216  -1.815  -0.828
H  2.760  2.427  2.170  0.201
H  4.246  1.477  2.324  0.212
H  2.680  1.026  3.184  0.202
H  2.850  1.273  0.166  0.190
H  3.253  -0.248  0.783  0.193
H  0.776  0.880  1.904  0.192
H  1.196  -0.828  1.460  0.198
H  1.162  0.012  -1.019  0.205
H  0.522  1.479  -0.451  0.195
H  -1.544  0.523  0.178  0.172
H  -0.934  -1.137  0.109  0.172
H  -1.741  -1.142  -1.867  0.359
H  -2.120  0.388  -1.884  0.352
O  -4.328  -1.887  -1.846  -0.955
H  -5.128  -2.047  -2.351  0.479
H  -4.355  -2.337  -0.995  0.477

Calculated values
* gap between HOMO and LUMO: 0.36842 hartree
* strongest force on any atom: 2.10 eV/Å
* calculated total energy: -8965.4117 eV
* SMILES: CCCCCN.O
* relative energy (zero: lowest compared OMol25 entry of this formula, charge and spin): 21.8 kcal/mol
* M: 105.18 Da

=====

(4)
Below is a 2-piece molecular cluster, C5H15NO overall, with properties calculated with the ωB97M-V functional and the def2-TZVPD basis.

Each line ends with the natural charge from an NBO analysis.
CARTESIAN COORDINATES (ANGSTROEM)
C  1.754  -0.408  1.812  -0.641
C  1.575  -0.844  0.349  -0.281
N  1.406  0.313  -0.579  -0.176
C  1.313  -0.107  -1.979  -0.489
H  0.933  0.211  2.244  0.258
H  2.082  -1.213  2.479  0.266
H  2.615  0.290  1.766  0.210
H  2.413  -1.475  0.025  0.276
H  0.665  -1.484  0.244  0.246
H  2.156  0.963  -0.368  0.422
H  -0.232  1.021  -0.027  0.437
H  2.059  -0.823  -2.331  0.285
H  1.244  0.793  -2.631  0.261
H  0.347  -0.596  -2.134  0.256
C  -2.092  0.673  -0.430  -0.072
O  -1.069  1.353  0.353  -0.651
C  -3.064  0.109  0.639  -0.633
H  -1.542  -0.097  -1.058  0.145
H  -2.695  1.379  -1.062  0.199
H  -3.718  -0.704  0.229  0.231
H  -3.689  0.975  1.009  0.236
H  -2.461  -0.328  1.452  0.216

Calculated values
* gap between HOMO and LUMO (spin up / spin down): 0.40931 / 0.18709 hartree
* strongest force on any atom: 4.28 eV/Å
* calculated total energy: -8955.8311 eV
* ⟨S²⟩: 0.756
* 2S+1: 2
* relative energy (zero: lowest compared OMol25 entry of this formula, charge and spin): 47.4 kcal/mol
* M: 105.18 Da
* total charge: +1

=====

(5)
Below is a 3-piece molecular cluster, C5H15NO2 overall, with properties calculated with the ωB97M-V functional and the def2-TZVPD basis.

Each line ends with the natural charge from an NBO analysis.
CARTESIAN COORDINATES (ANGSTROEM)
C  -1.273  -1.134  -0.037  -0.435
C  -1.592  0.130  0.253  0.034
C  -2.803  0.733  -0.453  -0.640
C  -0.926  0.934  1.337  -0.471
C  0.592  1.109  1.235  -0.198
N  1.373  0.002  1.810  -0.848
H  -1.659  -1.591  -0.942  0.191
H  -0.567  -1.739  0.520  0.205
H  -3.320  1.324  0.309  0.212
H  -3.403  -0.061  -0.880  0.219
H  -2.527  1.475  -1.210  0.215
H  -1.246  0.454  2.265  0.222
H  -1.279  1.967  1.368  0.207
H  0.995  1.172  0.227  0.180
H  0.807  2.010  1.804  0.183
H  0.929  -0.418  2.618  0.346
H  1.467  -0.760  1.148  0.370
O  1.549  0.876  -2.945  -0.933
H  1.144  0.713  -2.086  0.467
H  2.216  1.533  -2.705  0.466
O  1.910  -2.375  -0.454  -0.974
H  1.816  -2.202  -1.390  0.493
H  2.792  -2.367  -0.084  0.488

Calculated values
* gap between HOMO and LUMO: 0.35479 hartree
* strongest force on any atom: 1.88 eV/Å
* calculated total energy: -11012.3104 eV
* SMILES: C=C(C)CCN.O.O
* relative energy (zero: lowest compared OMol25 entry of this formula, charge and spin): 37.7 kcal/mol
* M: 121.18 Da

=====

(6)
Below is a 3-piece molecular cluster, C5H15NO2 overall, with properties calculated with the ωB97M-V functional and the def2-TZVPD basis.

Each line ends with the natural charge from an NBO analysis.
CARTESIAN COORDINATES (ANGSTROEM)
C  1.805  0.992  -0.730  -0.416
N  1.080  0.950  0.572  -0.463
C  0.672  -0.371  1.102  -0.228
C  -0.680  -0.121  1.835  -0.413
C  -0.798  1.453  1.940  -0.403
C  -0.047  1.904  0.688  -0.221
H  1.335  1.671  -1.521  0.210
H  1.953  -0.038  -1.079  0.203
H  2.937  1.384  -0.514  0.178
H  0.432  -1.201  0.349  0.169
H  1.587  -0.683  1.636  0.199
H  -0.693  -0.556  2.805  0.209
H  -1.562  -0.454  1.306  0.196
H  -0.213  1.813  2.764  0.203
H  -1.890  1.746  2.029  0.211
H  -0.620  1.884  -0.261  0.166
H  0.386  2.885  0.931  0.198
O  0.269  0.288  -3.579  -0.926
H  0.430  0.308  -4.552  0.464
H  -0.703  0.286  -3.655  0.464
O  -1.826  -4.109  -0.586  -0.911
H  -2.406  -4.698  -0.178  0.454
H  -1.785  -3.572  0.241  0.457

Calculated values
* gap between HOMO and LUMO: 0.31133 hartree
* strongest force on any atom: 3.14 eV/Å
* calculated total energy: -11011.7161 eV
* SMILES: CN1CCCC1.O.O
* relative energy (zero: lowest compared OMol25 entry of this formula, charge and spin): 51.4 kcal/mol
* M: 121.18 Da

=====

(7)
Below is a 3-piece molecular cluster, C5H15NO2 overall, with properties calculated with the ωB97M-V functional and the def2-TZVPD basis.

Each line ends with the natural charge from an NBO analysis.
CARTESIAN COORDINATES (ANGSTROEM)
C  0.344  0.945  -1.198  -0.662
C  -0.840  0.288  -0.482  -0.156
C  -2.138  0.252  -1.119  -0.617
C  -0.584  -0.261  0.760  0.254
C  -1.732  -0.945  1.572  -0.637
N  0.716  -0.330  1.348  -0.838
H  0.599  2.002  -1.263  0.202
H  0.315  0.724  -2.327  0.217
H  1.357  0.449  -0.988  0.199
H  -2.125  -0.005  -2.155  0.211
H  -2.694  1.218  -1.096  0.202
H  -2.823  -0.417  -0.588  0.212
H  -1.915  -0.181  2.351  0.211
H  -2.566  -1.165  0.977  0.218
H  -1.372  -1.795  2.041  0.216
H  1.465  0.218  0.992  0.389
H  0.726  -0.407  2.369  0.378
O  2.429  2.501  0.565  -0.930
H  1.812  2.524  1.323  0.464
H  1.818  2.273  -0.106  0.464
O  1.002  -2.515  -1.175  -0.944
H  1.111  -1.571  -1.555  0.476
H  1.533  -3.114  -1.724  0.469

Calculated values
* gap between HOMO and LUMO: 0.30787 hartree
* strongest force on any atom: 4.11 eV/Å
* calculated total energy: -11012.0898 eV
* SMILES: CC(C)=C(C)N.O.O
* relative energy (zero: lowest compared OMol25 entry of this formula, charge and spin): 42.8 kcal/mol
* M: 121.18 Da

=====

(8)
Below is a 2-piece molecular cluster, C5H15NO2 overall, with properties calculated with the ωB97M-V functional and the def2-TZVPD basis.

Each line ends with the natural charge from an NBO analysis.
CARTESIAN COORDINATES (ANGSTROEM)
C  0.797  -0.642  1.875  -0.647
C  0.159  -0.777  0.625  -0.083
C  1.064  -1.290  -0.575  -0.070
O  0.373  -2.320  -1.224  -0.741
N  -0.465  0.366  -0.012  -0.477
C  -1.629  0.842  0.795  -0.426
C  0.439  1.508  -0.193  -0.459
H  0.329  0.189  2.351  0.210
H  1.848  -0.533  1.809  0.211
H  0.624  -1.446  2.514  0.227
H  -0.618  -1.596  0.621  0.222
H  2.107  -1.525  -0.353  0.168
H  1.176  -0.507  -1.398  0.193
H  -0.150  -2.027  -1.945  0.483
H  -2.357  0.043  1.008  0.205
H  -2.215  1.372  0.143  0.203
H  -1.364  1.339  1.775  0.178
H  0.637  1.910  0.893  0.167
H  1.494  1.291  -0.300  0.218
H  0.252  2.453  -0.851  0.227
O  -0.695  0.226  -2.694  -0.973
H  -0.950  0.036  -1.858  0.487
H  -0.858  1.084  -3.007  0.475

Calculated values
* gap between HOMO and LUMO: 0.36230 hartree
* strongest force on any atom: 6.18 eV/Å
* calculated total energy: -11010.6656 eV
* SMILES: C[C@H](CO)N(C)C.O
* relative energy (zero: lowest compared OMol25 entry of this formula, charge and spin): 75.7 kcal/mol
* M: 121.18 Da

=====

(9)
Below is a 3-piece molecular cluster, C5H15NO2 overall, with properties calculated with the ωB97M-V functional and the def2-TZVPD basis.

Each line ends with the natural charge from an NBO analysis.
CARTESIAN COORDINATES (ANGSTROEM)
C  -0.310  1.596  0.242  -0.527
C  -0.233  0.622  -0.685  0.212
C  0.957  0.371  -1.543  -0.449
C  2.361  0.338  -0.820  -0.612
N  -1.417  -0.041  -1.047  -0.620
C  -1.802  -0.226  -2.431  -0.427
H  -1.294  1.863  0.603  0.186
H  0.549  2.119  0.617  0.204
H  0.882  -0.596  -2.062  0.204
H  0.941  1.072  -2.358  0.219
H  2.886  1.280  -0.693  0.208
H  2.259  0.016  0.217  0.232
H  2.878  -0.391  -1.401  0.207
H  -2.201  0.260  -0.483  0.365
H  -2.840  -0.629  -2.543  0.207
H  -1.258  -1.119  -2.802  0.203
H  -1.755  0.721  -2.973  0.185
O  -3.706  -1.105  4.276  -0.930
H  -3.960  -0.980  3.355  0.464
H  -2.881  -1.577  4.187  0.466
O  3.082  -1.010  2.553  -0.944
H  3.288  -1.946  2.491  0.473
H  3.575  -0.637  3.300  0.474

Calculated values
* gap between HOMO and LUMO: 0.31154 hartree
* strongest force on any atom: 1.75 eV/Å
* calculated total energy: -11011.9970 eV
* SMILES: C=C(CC)NC.O.O
* relative energy (zero: lowest compared OMol25 entry of this formula, charge and spin): 45.0 kcal/mol
* M: 121.18 Da

=====

(10)
Below is a 3-piece molecular cluster, C5H15NO2 overall, with properties calculated with the ωB97M-V functional and the def2-TZVPD basis.

Each line ends with the natural charge from an NBO analysis.
CARTESIAN COORDINATES (ANGSTROEM)
C  0.555  0.533  -1.736  -0.649
C  0.021  0.457  -0.301  -0.056
C  0.725  1.006  0.974  -0.416
C  0.039  0.407  2.132  -0.413
C  -0.196  -1.005  1.527  -0.247
N  -0.225  -0.947  0.032  -0.657
H  -0.036  -0.055  -2.523  0.239
H  1.645  0.445  -1.727  0.226
H  0.598  1.620  -2.163  0.219
H  -0.951  1.165  -0.267  0.155
H  1.708  0.905  1.029  0.207
H  0.477  2.169  0.922  0.206
H  0.489  0.300  3.187  0.243
H  -0.980  0.975  2.383  0.189
H  -1.160  -1.336  2.028  0.195
H  0.533  -1.791  1.834  0.198
H  -1.076  -1.253  -0.415  0.371
O  2.229  -1.829  -2.462  -0.948
H  1.793  -1.510  -1.663  0.479
H  2.826  -2.553  -2.117  0.466
O  -2.993  1.475  0.370  -0.931
H  -2.115  1.050  0.882  0.464
H  -2.933  0.936  -0.449  0.461

Calculated values
* gap between HOMO and LUMO: 0.36125 hartree
* strongest force on any atom: 6.45 eV/Å
* calculated total energy: -11010.9304 eV
* SMILES: C[C@@H]1CCCN1.O.O
* relative energy (zero: lowest compared OMol25 entry of this formula, charge and spin): 69.5 kcal/mol
* M: 121.18 Da